A structure of composition C3H6AuO4 at a distorted geometry. Source: the Open Molecules 2025 dataset; level of theory: the ωB97M-V functional and the def2-TZVPD basis.

- Energy relative to the best compared isomer or geometry (same formula, charge and spin): 0.0 kJ/mol
- E: -553.54208 Ha
- E_LUMO (spin up / spin down): -0.32891 / -0.50835 Ha

The geometry in ORCA input format:
```
! wB97M-V def2-TZVPD RIJCOSX def2/J DEFGRID3
* xyz 2 4
H -1.5438 1.0589 -1.9937
H -0.0019 -1.7239 0.1579
O -1.0080 0.3139 -1.6942
H -1.1693 0.1058 0.7781
O 2.1292 -1.0901 2.3650
O 0.8121 0.3829 1.3979
H 0.3863 1.7698 -1.1958
H 0.9159 0.0776 -1.0989
Au -1.4124 -1.4339 -2.0801
C 1.1677 -0.8698 1.6618
O 0.5230 -1.8657 1.1027
C -0.3006 0.7517 0.5849
H -0.5842 1.7613 0.9035
C 0.0860 0.7615 -0.8890
*
```